Density functional theory data (wB97M-V/def2-TZVPD) for 6 unconnected molecules or ions with the total composition C16H26F5N6O12 at a distorted geometry.

HOMO: -12.6892 eV
Max |F|: 2.7 eV/Å
Charge: +1
Spin multiplicity: 1

```
65
C16H26F5N6O12, DFT wB97M-V/def2-TZVPD
O 3.67628 -2.45733 0.96826
C 3.64611 -1.80590 -0.01536
O 4.46076 -2.05006 -1.12669
C 2.64847 -0.60974 -0.20345
C 2.78701 0.33295 -1.32460
C 1.82827 1.38285 -1.45585
N 0.79513 1.50866 -0.55811
C 0.63000 0.65132 0.49394
C -0.60247 0.87713 1.40521
C -1.85992 -0.02225 1.06606
C -1.55298 -1.30988 0.21454
C -2.82208 -2.12510 -0.17563
F -3.81657 -1.98062 0.77500
F -2.43653 -3.46439 -0.24674
C -3.38300 -1.77221 -1.60244
F -2.41244 -1.70383 -2.56045
F -4.21407 -2.78607 -2.00112
F -4.01682 -0.57117 -1.57273
C 1.55079 -0.45500 0.72827
H 3.86921 -2.31659 -1.85819
H 3.63419 0.15436 -2.01770
H 1.86525 2.10704 -2.29458
H 0.11862 2.26491 -0.68819
H -0.91769 1.94707 1.24439
H -0.30827 0.80713 2.48664
H -2.68172 0.59431 0.61420
H -2.27701 -0.36869 2.04976
H -0.97690 -1.12278 -0.72772
H -0.89628 -1.97503 0.84233
H 1.36277 -1.13038 1.58539
C -3.79700 -5.93990 -1.55539
N -2.98853 -7.15683 -1.83403
O -3.23062 -7.76893 -2.85526
O -2.13935 -7.44955 -1.01360
H -4.50907 -5.80032 -2.36382
H -4.31200 -6.09723 -0.61022
H -3.11334 -5.10103 -1.49568
C 7.20710 0.71686 0.10256
N 6.16005 1.76193 -0.05773
O 6.39435 2.86193 0.38829
O 5.13061 1.43257 -0.63223
H 8.05433 1.15006 0.62562
H 6.77253 -0.09741 0.67859
H 7.49481 0.38579 -0.89295
C -6.36452 0.15972 1.74114
N -5.56475 1.35184 2.13246
O -4.34992 1.22508 2.18895
O -6.17780 2.36810 2.36847
H -5.68885 -0.67072 1.56166
H -7.04220 -0.06372 2.56199
H -6.91211 0.41534 0.83675
C 5.91864 4.64780 3.44320
N 6.41402 3.82275 4.57724
O 6.61660 2.64008 4.36272
O 6.58041 4.38973 5.63648
H 5.81803 4.01305 2.56774
H 4.95511 5.06052 3.73385
H 6.64723 5.43563 3.26643
C -3.55255 2.52190 -3.72374
N -2.51213 3.19625 -2.89843
O -1.75590 3.95883 -3.46102
O -2.49267 2.92766 -1.70603
H -3.44898 2.84909 -4.75401
H -3.38436 1.45037 -3.63879
H -4.52526 2.80208 -3.32566
```


Density functional theory data (wB97M-V/def2-TZVPD) for a molecular structure, C16H26IrN4O6S2 at a distorted geometry.

HOMO: -11.5561 eV
Relative energy (zero: lowest compared OMol25 entry of this formula, charge and spin): 88.8 kJ/mol
Max |F|: 2.2 eV/Å
Charge: +1
Spin multiplicity: 1

```
55
C16H26IrN4O6S2, DFT wB97M-V/def2-TZVPD
Ir 0.53683 -0.02878 0.24283
C 3.19112 -1.33363 -0.54771
O 1.97593 -0.78648 -1.11021
C 2.22956 0.18122 -2.14594
C 0.90581 0.76456 -2.55864
O 0.30707 1.32869 -1.38113
C -0.96666 1.95368 -1.62998
H 3.75493 -1.80897 -1.34908
H 2.88719 -2.06314 0.19559
H 3.76788 -0.53667 -0.07965
H 2.71478 -0.32066 -2.98424
H 2.88559 0.95670 -1.74513
H 0.24547 0.00131 -2.97642
H 1.05600 1.56194 -3.28885
H -0.82684 2.73069 -2.38039
H -1.27317 2.40509 -0.69324
H -1.68275 1.20504 -1.97273
C 3.05762 3.47416 0.02931
S 1.83301 2.75268 1.07211
O 2.23295 2.95798 2.43014
O 1.99985 1.24141 0.73171
O 0.53504 3.21491 0.66012
H 4.02765 3.05995 0.29184
H 3.04076 4.54413 0.22646
H 2.80203 3.28162 -1.00993
N -2.37442 -2.05712 4.49660
C -1.29046 -2.15896 4.11419
N -0.02994 -2.29371 3.70120
C 0.30980 -1.87875 2.57002
N 0.70503 -1.56347 1.50014
C -2.58857 1.47211 3.56378
C -1.22220 1.53602 3.77298
C -0.36920 1.13825 2.76649
N -0.82187 0.69415 1.58069
C -2.14745 0.62988 1.37582
C -3.05237 1.01569 2.34147
H -3.28020 1.75967 4.34328
H -0.80468 1.87745 4.70861
H 0.70132 1.15849 2.90623
H -2.47024 0.23498 0.42724
H -4.10919 0.93262 2.13459
O -1.35968 -1.26879 -0.56755
S -0.77519 -2.22929 -1.61166
C -0.44252 -3.80969 -0.78677
C -1.09226 -4.89049 -1.64391
C -2.42742 -4.29771 -2.09681
C -2.08642 -2.91978 -2.65448
H -0.94986 -3.71149 0.17583
H 0.62609 -3.90726 -0.61320
H -1.22229 -5.80334 -1.06446
H -0.46815 -5.13398 -2.50650
H -3.09910 -4.20115 -1.24196
H -2.92676 -4.91099 -2.84510
H -2.90336 -2.19843 -2.66879
H -1.65434 -2.98453 -3.65385
```


Density functional theory data (wB97M-V/def2-TZVPD) for a single C16H26N4O2S molecule at a distorted geometry.

HOMO: -8.0634 eV
Relative energy (zero: lowest compared OMol25 entry of this formula, charge and spin): 2.7 kJ/mol
Max |F|: 1.4 eV/Å
SMILES: CCCCCCn1c(SCCCC)nc2c1c(=O)[nH]c(=O)n2C
Spin multiplicity: 1

```
49
C16H26N4O2S, DFT wB97M-V/def2-TZVPD
C 1.35559 -1.54509 3.14087
C 2.30728 -1.18980 2.00477
C 2.38739 -2.31720 0.97817
C 3.31721 -2.03143 -0.20191
C 2.98338 -0.79234 -1.03491
C 1.65400 -0.86107 -1.79370
N 0.49825 -0.62073 -0.96551
C 0.14791 0.52114 -0.33558
S 1.07469 1.97940 -0.45353
C -0.05370 3.12254 0.41048
C -1.25198 3.50985 -0.43833
C -0.86100 4.29476 -1.68759
C -2.07821 4.64704 -2.53259
N -0.97589 0.41613 0.36125
C -1.37591 -0.85726 0.17137
C -0.48893 -1.53507 -0.65452
C -0.69801 -2.89655 -1.03625
O -0.02126 -3.59712 -1.76148
N -1.86332 -3.38138 -0.43872
C -2.76901 -2.75330 0.39694
O -3.73814 -3.33397 0.82887
N -2.49046 -1.43719 0.69588
C -3.37001 -0.67925 1.55709
H 1.31340 -0.74144 3.87261
H 1.68069 -2.45272 3.64468
H 0.35059 -1.71073 2.75594
H 3.30407 -0.99605 2.40770
H 1.95782 -0.27071 1.53178
H 2.75302 -3.21673 1.48026
H 1.38726 -2.54712 0.61179
H 3.30908 -2.90398 -0.85903
H 4.33504 -1.91085 0.17749
H 2.99650 0.10148 -0.41043
H 3.76887 -0.67307 -1.78369
H 1.52297 -1.84875 -2.24078
H 1.66091 -0.10186 -2.58382
H 0.56130 3.98910 0.65224
H -0.36214 2.61263 1.32102
H -1.79248 2.60413 -0.72001
H -1.91930 4.11545 0.18014
H -0.16413 3.70100 -2.28366
H -0.34487 5.21116 -1.39121
H -2.77702 5.25464 -1.96163
H -1.78029 5.20578 -3.41631
H -2.59374 3.74487 -2.85466
H -2.09417 -4.34593 -0.65030
H -4.17734 -1.33867 1.86869
H -3.76965 0.17783 1.01507
H -2.81623 -0.32159 2.42506
```


Density functional theory data (wB97M-V/def2-TZVPD) for a molecular structure, C16H26N4O6STa at a distorted geometry.

HOMO: -17.5882 eV
Max |F|: 4.3 eV/Å
Charge: +3
Spin multiplicity: 1

```
54
C16H26N4O6STa, DFT wB97M-V/def2-TZVPD
Ta 0.48553 -0.64241 -1.08015
N 2.65212 4.04179 0.16303
C 2.62843 2.55654 -0.10568
C 3.37437 2.28208 -1.41341
C 3.64495 0.79818 -1.71104
N 2.46825 0.07016 -2.29857
C 4.16377 0.03184 -0.49794
C 3.37354 0.30130 0.77624
N 2.03599 -0.38958 0.72481
C 3.25898 1.80371 1.05948
H 2.21315 4.56754 -0.59860
H 3.61077 4.38759 0.26596
H 2.14796 4.28137 1.02137
H 1.58410 2.29249 -0.19841
H 4.35559 2.76373 -1.35749
H 2.84212 2.73294 -2.25655
H 4.42817 0.78338 -2.47042
H 2.85402 -0.77023 -2.72411
H 2.11319 0.62440 -3.07742
H 5.20359 0.31150 -0.32202
H 4.16454 -1.04028 -0.71261
H 3.92801 -0.12916 1.61111
H 1.48184 -0.06757 1.52011
H 2.21979 -1.37902 0.91194
H 4.27626 2.16858 1.22900
H 2.69575 1.97049 1.98297
C -6.62516 -2.71257 2.77678
C -5.30070 -2.27286 2.25965
C -4.48064 -3.15973 1.54336
C -3.29232 -2.74384 0.98950
C -2.90509 -1.41470 1.19245
C -3.67361 -0.50607 1.92598
C -4.86300 -0.95334 2.45486
S -1.50023 -0.85505 0.38416
O -0.79390 0.30187 0.95969
O -0.39555 -1.89060 0.20616
N -1.60743 -0.52682 -1.19590
C -2.13149 0.78350 -1.58516
C -1.00171 1.79659 -1.40555
O -1.06745 2.95934 -1.21474
O 0.20947 1.13460 -1.47626
H -6.63624 -3.77324 3.02140
H -7.37489 -2.55788 1.99450
H -6.93476 -2.13638 3.64603
H -4.78926 -4.18977 1.42143
H -2.66082 -3.42721 0.43500
H -3.32723 0.50673 2.09347
H -5.46765 -0.26971 3.03632
H -3.00801 1.09567 -1.01737
H -2.40662 0.75197 -2.64104
O 0.31049 -1.60047 -2.98051
C 0.95902 -2.62621 -2.58793
O 1.58614 -2.52009 -1.49863
H 0.97392 -3.54511 -3.17926
```


Density functional theory data (wB97M-V/def2-TZVPD) for a molecular structure, C16H26N4OP2Zn at a distorted geometry.

HOMO (spin up / spin down): -7.6258 / -9.7742 eV
Max |F|: 1.9 eV/Å
Charge: +1
Spin multiplicity: 2
⟨S²⟩: 0.75

```
50
C16H26N4OP2Zn, DFT wB97M-V/def2-TZVPD
Zn 0.36104 -0.22753 0.21539
P 1.56728 2.14823 -0.81061
P 2.20760 -1.69120 0.37188
N -1.13007 0.75306 -0.89353
N -0.47159 -1.75497 -0.83334
H -2.82828 0.20942 -2.12032
H -2.51028 -2.29012 -1.08633
H -2.97587 -0.20387 -0.37821
C -2.28241 -0.15475 -1.23209
H -1.71987 -1.74358 -2.57353
C -1.77113 -1.56758 -1.47924
H -1.81137 2.15144 -2.26245
H -0.35550 -3.76771 -1.43696
C -1.05362 1.86868 -1.51140
C 0.14848 -2.92432 -0.92568
H -0.28725 3.65996 -0.56042
C 0.01407 2.91412 -1.31793
H 0.11770 3.48928 -2.24942
H 3.37241 -1.54738 -0.43681
H 2.70686 -2.33874 1.54856
H 2.70298 2.93378 -1.07965
H 1.51975 1.80107 0.56882
O 1.79984 0.74858 -1.60990
C 1.25492 0.40787 -2.97996
C 1.63643 1.50425 -3.93431
C 1.82315 -0.94506 -3.31932
H 0.14873 0.35957 -2.87681
H 1.09089 2.42975 -3.71728
H 2.71853 1.69248 -3.88674
H 1.36703 1.17978 -4.94462
H 1.51840 -1.73155 -2.62783
H 1.46609 -1.24841 -4.30863
H 2.91945 -0.90170 -3.33623
C 1.45067 -3.09106 -0.43247
H 1.94707 -4.05155 -0.57387
N -1.26180 -1.83326 3.61106
C -0.74203 -1.84089 2.37254
N -0.38509 -0.59986 2.02130
C -0.69280 0.25148 3.08425
C -0.57046 1.63569 3.25296
C -1.03321 2.19044 4.46002
C -1.59979 1.38017 5.46143
C -1.72321 -0.00782 5.28436
C -1.24961 -0.52606 4.09461
H -1.60546 -2.63937 4.11906
H -0.61025 -2.74266 1.78902
H -0.12768 2.22465 2.45095
H -0.94920 3.26607 4.62659
H -1.94757 1.84942 6.38098
H -2.16393 -0.67828 6.02211
```


Density functional theory data (wB97M-V/def2-TZVPD) for a single C16H26N6O5S molecule.

HOMO: -9.2622 eV
Relative energy (zero: lowest compared OMol25 entry of this formula, charge and spin): 175.3 kJ/mol
Max |F|: 0.4 eV/Å
SMILES: CS[C@]1(C(=O)NCCOCCN(C)C(=O)Cn2cnc(C(N)=O)n2)C[C@H](O)C1
Spin multiplicity: 1

```
54
C16H26N6O5S, DFT wB97M-V/def2-TZVPD
C -2.89718 -0.79514 1.11691
S -3.46684 0.91854 1.13013
C -3.36525 1.35261 2.90261
C -2.25040 0.56096 3.56034
O -2.46557 -0.33922 4.34894
N -1.00131 0.93671 3.18710
C 0.14712 0.11041 3.50480
C 1.38020 0.72412 2.88360
O 1.10497 0.92056 1.50974
C 2.20273 1.43594 0.78036
C 1.74234 1.68745 -0.63885
N 1.26771 0.47261 -1.28840
C -0.15971 0.18206 -1.28412
C 2.18824 -0.31567 -1.88716
O 3.38293 -0.07273 -1.86758
C 1.64619 -1.57076 -2.56966
N 2.60792 -2.15348 -3.47192
C 3.87231 -2.55718 -3.25996
N 4.37855 -3.04227 -4.36946
C 3.35541 -2.90228 -5.25703
C 3.46421 -3.32166 -6.69003
N 4.68275 -3.82977 -6.99137
O 2.55136 -3.21151 -7.47913
N 2.26503 -2.36849 -4.75572
C -3.39779 2.89686 3.05722
C -4.90185 2.80324 3.40927
O -5.77455 3.14749 2.35364
C -4.72535 1.28725 3.63608
H -3.06610 -1.16200 0.10551
H -1.83494 -0.85564 1.34904
H -3.46375 -1.40817 1.81517
H -0.92069 1.50479 2.35597
H 0.26234 0.03560 4.58622
H 0.00592 -0.90617 3.12339
H 1.61535 1.68662 3.35630
H 2.23929 0.05710 3.01513
H 2.55363 2.37504 1.22676
H 3.03184 0.72006 0.78513
H 0.92542 2.40978 -0.64010
H 2.57177 2.09466 -1.21545
H -0.34731 -0.87105 -1.07655
H -0.62741 0.75295 -0.48581
H -0.63416 0.44868 -2.23198
H 1.36049 -2.29403 -1.80122
H 0.76502 -1.35695 -3.16950
H 4.36832 -2.45865 -2.31023
H 5.39487 -3.88505 -6.28405
H 4.85848 -4.13591 -7.93114
H -2.78501 3.22441 3.89764
H -3.15444 3.48742 2.17382
H -5.22460 3.38954 4.26635
H -5.65384 2.51957 1.63101
H -5.49090 0.64477 3.20415
H -4.58372 1.02600 4.68406
```


Density functional theory data (wB97M-V/def2-TZVPD) for a single C16H26N8 molecule at a distorted geometry.

HOMO: -7.7078 eV
Max |F|: 7.1 eV/Å
SMILES: CN(C)CCCN(C)c1nc(N(C)CCC#N)c2c(ncn2C)n1
Spin multiplicity: 1

```
50
C16H26N8, DFT wB97M-V/def2-TZVPD
C -2.32727 2.21220 -2.29634
N -1.04651 2.82051 -1.97310
C -0.06070 2.99574 -3.05561
C -0.59873 2.48519 -0.59391
C 0.16771 3.59331 0.12716
C 0.72967 3.35534 1.48968
N 1.51136 2.09980 1.54310
C 2.99716 2.23828 1.18440
C 0.90394 0.94178 1.77900
N 1.34540 -0.04493 1.14382
C 0.63502 -1.21314 1.11716
N 1.01456 -2.15833 0.15242
C 2.49617 -2.45322 0.05827
C 0.08441 -2.42602 -0.97285
C 0.26647 -3.83625 -1.63820
C -0.63876 -4.17641 -2.67888
N -1.51053 -4.63455 -3.34629
C -0.56482 -1.38439 1.78036
C -0.96485 -0.22610 2.38987
N -2.17814 -0.37284 2.90525
C -2.53847 -1.65278 2.75577
N -1.61200 -2.26285 1.94330
C -1.70832 -3.70943 1.71520
N -0.27119 0.89917 2.42931
H -2.18464 1.12675 -2.64959
H -3.02825 2.33478 -1.52740
H -2.71474 2.90145 -2.99818
H 0.15815 2.04068 -3.40751
H -0.49439 3.59266 -3.89328
H 0.87801 3.40713 -2.72458
H -1.34730 2.14100 0.10142
H 0.12832 1.64381 -0.65331
H 0.98416 3.83968 -0.52416
H -0.58263 4.43694 0.14203
H 1.31945 4.18970 1.80756
H -0.08094 3.25372 2.31676
H 3.16378 1.88481 0.22536
H 3.40901 3.31390 1.35991
H 3.62276 1.59580 1.81183
H 3.05801 -1.54467 0.14986
H 2.74776 -2.83495 -0.88741
H 2.78497 -3.28105 0.76370
H 0.13689 -1.62435 -1.74140
H -0.98694 -2.36514 -0.60581
H 0.09860 -4.58212 -0.89784
H 1.33106 -4.00874 -2.05576
H -3.44251 -2.13859 3.17041
H -1.09166 -4.24410 2.47218
H -2.75314 -4.16417 1.51366
H -1.24535 -4.00500 0.77266
```


Density functional theory data (wB97M-V/def2-TZVPD) for a molecular structure, C16H26O3PdSiTe4 at a distorted geometry.

HOMO: -6.6999 eV
Relative energy (zero: lowest compared OMol25 entry of this formula, charge and spin): 114.1 kJ/mol
Max |F|: 2.3 eV/Å
Spin multiplicity: 1

```
51
C16H26O3PdSiTe4, DFT wB97M-V/def2-TZVPD
Pd 0.02065 1.19874 1.62973
Te 2.09025 -0.23179 1.73637
Te 2.28290 2.03022 3.00867
Te -1.10538 3.25010 2.96227
Te -1.55275 2.91847 0.38502
O 0.75471 2.42475 -2.94773
C 2.10512 2.53768 -2.96335
C 2.74473 3.02956 -4.10100
C 4.11456 3.21900 -4.12085
C 4.87693 2.89886 -3.00867
C 4.25938 2.34667 -1.90096
C 2.88123 2.14606 -1.86345
C 2.29164 1.48489 -0.64733
O 3.04186 0.73054 0.08167
O 1.10004 1.65620 -0.39351
H 0.40183 2.72540 -3.79103
H 2.14234 3.27536 -4.96959
H 4.58351 3.62456 -5.00836
H 5.94356 3.07982 -3.00441
H 4.83739 2.05305 -1.03492
C 0.07225 -2.76694 1.84928
Si -0.71090 -1.12376 1.25859
C -0.91782 -1.41589 -0.64823
C -1.69498 -0.29102 -1.33372
C -1.65599 -2.74012 -0.88891
C 0.47404 -1.47072 -1.28583
C -2.25516 -1.03254 2.46976
C -3.35951 -0.10435 1.96691
C -1.79025 -0.58498 3.86170
C -2.86239 -2.44388 2.58885
H -0.63292 -3.58225 1.69151
H 0.32879 -2.74287 2.91283
H 0.98565 -3.02010 1.30393
H -2.70330 -0.17535 -0.93367
H -1.78022 -0.50685 -2.40584
H -1.15373 0.64861 -1.23782
H -2.63261 -2.75246 -0.40201
H -1.08218 -3.60382 -0.54807
H -1.82302 -2.85525 -1.96521
H 0.98017 -0.51342 -1.17622
H 0.38279 -1.66275 -2.36069
H 1.10360 -2.25710 -0.85894
H -3.00983 0.91272 1.80590
H -4.16282 -0.04645 2.70998
H -3.79367 -0.46225 1.02965
H -1.17420 0.30946 3.82413
H -1.20038 -1.36569 4.35219
H -2.65291 -0.36105 4.49707
H -3.04874 -2.89200 1.61110
H -3.82416 -2.37690 3.10760
H -2.22010 -3.11814 3.15561
```


- The highest max |F| belongs to which entry?
  C16H26N8


- Which value of spin multiplicity does entry 6 give?
  1